# 1
Here is a molecular structure, CH3FMgO from the Open Molecules 2025 dataset. Energies are from wB97M-V/def2-TZVPD.

The geometry in XYZ format:
```
7
Properties=species:S:1:pos:R:3
F 2.424 2.168 0.023
O 0.480 -0.598 0.106
Mg 2.006 0.405 0.113
C -0.916 -0.497 -0.028
H -1.378 -1.442 -0.377
H -1.216 0.255 -0.783
H -1.401 -0.291 0.946
```

Values from the calculation:
E_tot   -415.1481 a.u.
HOMO-LUMO gap   8.28 eV
LUMO level   -1.21 eV
Relative energy (zero: lowest compared OMol25 entry of this formula, charge and spin)   0.0 kJ/mol

# 2
Here is 2 unconnected molecules or ions with the total composition CH3FNO2S from the Open Molecules 2025 dataset. Energies are from wB97M-V/def2-TZVPD.

The geometry in XYZ format:
```
9
Properties=species:S:1:pos:R:3
C 1.035 0.821 0.865
N -2.565 0.046 -0.511
O 1.264 -1.861 0.997
O 2.363 -0.628 -0.842
F 0.971 1.884 0.013
S 1.194 -0.793 -0.052
H 0.014 0.998 1.447
H -2.403 0.217 -1.486
H -1.873 -0.684 -0.430
```

Values from the calculation:
Charge   -1
E_tot   -743.0704 a.u.
HOMO-LUMO gap (alpha / beta)   5.36 / 7.41 eV
LUMO level (alpha / beta)   2.33 / 3.74 eV
Relative energy (zero: lowest compared OMol25 entry of this formula, charge and spin)   462.9 kJ/mol